Molecular formula: C5H8O
Method: DFT, ωB97M-V with the def2-TZVPD basis set

Calculated values
F_max in eV Å⁻¹: 9.64
Relative energy (zero: lowest compared OMol25 entry of this formula, charge and spin) in kJ/mol: 209.7
Energy in eV: -7354.2369

```
! wB97M-V def2-TZVPD RIJCOSX def2/J DEFGRID3
* xyz 0 3
C 1.63222 1.06241 -0.53069
C -2.51843 1.40875 0.34503
C 1.36878 -0.48260 -0.39597
C -2.75488 0.27399 0.56942
C 0.32270 -1.00589 0.28849
O -0.02842 -2.36432 0.53844
H 2.67345 1.26468 -0.23686
H 1.55397 1.39170 -1.51469
H -2.61775 2.36546 -0.02745
H 0.94760 1.48608 0.13652
H 2.13380 -1.15955 -0.90585
H -2.82332 -0.73447 0.82769
H -0.48681 -0.49204 0.69764
H 0.59709 -3.01419 0.20829
*
```